This record from the OMol25 dataset describes one molecule with the formula C4H6N2O. The level of theory is the ωB97M-V functional and the def2-TZVPD basis.

XYZ file:
```
13
Properties=species:S:1:pos:R:3:forces:R:3
O 1.317210 2.165461 0.720626 -0.224 -0.324 -0.192
C 0.831850 1.179842 0.222385 0.141 0.089 0.104
N 1.429644 -0.049569 0.087363 0.086 0.150 0.135
C 0.509261 -1.112023 -0.260728 -0.093 -0.082 -0.041
C -0.715637 -0.300273 -0.685988 -0.024 -0.202 -0.130
C -1.487145 0.384897 0.372628 -0.166 -0.063 0.186
N -0.467013 1.107387 -0.390802 0.185 0.220 -0.086
H 2.343093 -0.202446 0.483963 -0.150 0.011 0.067
H 0.296796 -1.763322 0.598449 0.019 0.041 -0.173
H 0.884302 -1.733249 -1.079002 -0.034 0.133 0.058
H -1.156626 -0.506843 -1.656738 0.001 -0.014 0.184
H -2.505043 0.714228 0.179615 0.187 -0.045 0.044
H -1.280686 0.115909 1.408233 0.073 0.087 -0.155
```
Positions in Å, forces in eV/Å.

Summary:
- SMILES = O=C1NC[C@H]2CN12
- LUMO level (Ha) = 0.0319
- orbital gap (eV) = 10.634
- calculated total energy (eV) = -9272.2859
- HOMO energy (Ha) = -0.3588
- energy above the lowest of the compared OMol25 structures with the same formula, charge and spin (kJ/mol) = 117.3
- net charge = 0

Here are the natural (NBO) charges for atoms 1 to 5, given in e:
1. O -0.59
2. C 0.77
3. N -0.63
4. C -0.23
5. C -0.10



This record from the OMol25 dataset describes one molecule with the formula C4H6N2O at a distorted geometry. The level of theory is the ωB97M-V functional and the def2-TZVPD basis.

XYZ file:
```
13
Properties=species:S:1:pos:R:3:forces:R:3
C -0.831290 -1.397541 -0.721208 -3.714 3.288 1.895
C -0.311185 -0.150266 0.032016 -0.566 -2.594 -1.534
C -0.249442 0.140098 1.398227 -0.795 -0.544 3.596
C 0.315509 1.373841 1.469897 2.378 2.090 0.580
H 0.709118 -1.355209 -2.025746 -2.401 -3.348 3.415
H -1.680720 -0.830077 -1.545010 2.206 -2.242 2.199
H -1.424727 -1.885514 0.227035 1.319 -0.018 -3.013
H -0.515557 -0.349954 2.427745 0.161 0.331 -2.752
H 0.749606 2.074681 2.438530 -1.590 -2.219 -3.300
H 1.021643 2.486032 -0.023702 2.137 4.245 -1.995
N 0.636407 1.665081 0.145817 -1.542 -2.335 3.571
N 0.241660 0.755569 -0.736468 0.100 0.851 0.816
O 0.181578 -2.110162 -1.304736 2.308 2.495 -3.477
```
Positions in Å, forces in eV/Å.

Summary:
- SMILES = OCc1cc[nH]n1
- LUMO level (Ha) = 0.0346
- orbital gap (eV) = 10.483
- calculated total energy (eV) = -9269.3379
- HOMO energy (Ha) = -0.3506
- energy above the lowest of the compared OMol25 structures with the same formula, charge and spin (kJ/mol) = 401.8
- net charge = 0

Here are the natural (NBO) charges for atoms 1 to 5, given in e:
1. C -0.06
2. C 0.09
3. C -0.37
4. C -0.05
5. H 0.48



This record from the OMol25 dataset describes one molecule with the formula C4H6N2O at a distorted geometry. The level of theory is the ωB97M-V functional and the def2-TZVPD basis.

XYZ file:
```
13
Properties=species:S:1:pos:R:3:forces:R:3
C 0.987545 0.415781 -2.022452 -0.161 -0.109 -0.233
O 0.995209 0.683965 -0.631013 -0.425 -0.116 0.166
C 0.063189 0.072490 0.137886 -0.372 -0.042 0.434
C -0.967015 -0.879102 0.058234 -0.165 0.638 0.533
N -1.385350 -1.167048 1.357250 -0.346 0.383 0.425
C -0.752228 -0.378832 2.142486 0.180 -0.048 0.679
N 0.171127 0.375158 1.473376 0.079 -0.196 0.090
H 1.129580 -0.654271 -2.203618 -0.066 0.077 -0.004
H 1.814144 0.980007 -2.469284 -0.231 -0.143 0.250
H 0.044202 0.746919 -2.463116 0.047 -0.071 -0.067
H -1.953724 -0.905044 -0.375029 0.749 -0.391 -2.376
H -1.053203 -0.223874 3.164331 0.581 -0.032 0.295
H 0.872446 0.950314 1.905454 0.130 0.051 -0.194
```
Positions in Å, forces in eV/Å.

Summary:
- SMILES = COc1cnc[nH]1
- LUMO level (Ha) = 0.0308
- orbital gap (eV) = 8.973
- calculated total energy (eV) = -9271.1087
- HOMO energy (Ha) = -0.2990
- energy above the lowest of the compared OMol25 structures with the same formula, charge and spin (kJ/mol) = 230.9
- net charge = 0

Here are the natural (NBO) charges for atoms 1 to 5, given in e:
1. C -0.25
2. O -0.49
3. C 0.43
4. C -0.29
5. N -0.43



This record from the OMol25 dataset describes one molecule with the formula C4H6N2O. The level of theory is the ωB97M-V functional and the def2-TZVPD basis.

XYZ file:
```
13
Properties=species:S:1:pos:R:3:forces:R:3
N 1.027534 0.139944 2.053857 -0.047 0.277 0.017
C 0.376401 0.164749 0.790348 -0.264 0.070 -0.126
C -0.812671 0.784467 0.514034 0.019 -0.044 0.147
N -1.196215 0.417284 -0.770621 0.059 -0.139 -0.103
C -0.254651 -0.417002 -1.283492 -0.018 0.180 0.257
O -0.500792 -0.932476 -2.516344 0.295 -0.089 0.043
C 0.765869 -0.580475 -0.377872 -0.097 -0.083 0.080
H 1.860749 0.719979 2.090015 -0.117 -0.128 -0.065
H 0.382159 0.457509 2.774765 0.299 -0.067 -0.182
H -1.389731 1.490492 1.096355 0.037 -0.239 -0.063
H -2.124512 0.494595 -1.155335 0.196 0.109 0.020
H 0.204108 -1.559031 -2.717727 -0.123 0.053 -0.049
H 1.661752 -1.180036 -0.497984 -0.241 0.100 0.024
```
Positions in Å, forces in eV/Å.

Summary:
- SMILES = Nc1c[nH]c(O)c1
- LUMO level (Ha) = 0.0313
- orbital gap (eV) = 8.360
- calculated total energy (eV) = -9272.4909
- HOMO energy (Ha) = -0.2759
- energy above the lowest of the compared OMol25 structures with the same formula, charge and spin (kJ/mol) = 97.5
- net charge = 0

Here are the natural (NBO) charges for atoms 1 to 5, given in e:
1. N -0.82
2. C 0.10
3. C -0.16
4. N -0.54
5. C 0.45



This record from the OMol25 dataset describes one molecule with the formula C4H6N2O at a distorted geometry. The level of theory is the ωB97M-V functional and the def2-TZVPD basis.

XYZ file:
```
13
Properties=species:S:1:pos:R:3:forces:R:3
C 1.001651 -1.141542 1.432451 0.064 -0.203 0.069
C -0.089650 -0.623679 0.547975 -0.162 -0.124 0.071
C 0.202676 0.648852 -0.116191 -0.294 0.157 0.177
C -0.762060 1.187435 -0.825706 0.019 0.358 -0.252
O -0.548799 2.180890 -2.635339 -0.107 -0.009 -1.092
N -1.511663 1.767512 -1.616940 0.731 0.342 0.722
N -1.274072 -1.085780 0.437289 0.363 -0.186 0.135
H 0.673158 -2.037210 1.960119 0.124 0.007 -0.031
H 1.280340 -0.378306 2.169655 -0.053 -0.123 -0.145
H 1.888284 -1.360805 0.832213 0.007 -0.057 0.113
H 1.097877 1.232388 0.089866 -0.423 0.113 0.423
H -0.450944 1.460287 -3.270642 -0.268 -0.177 -0.114
H -1.378989 -1.929918 0.996154 -0.001 -0.099 -0.076
```
Positions in Å, forces in eV/Å.

Summary:
- SMILES = [H]/N=C(\C)C=C=NO
- LUMO level (Ha) = -0.0064
- orbital gap (eV) = 9.029
- calculated total energy (eV) = -9268.6083
- HOMO energy (Ha) = -0.3382
- energy above the lowest of the compared OMol25 structures with the same formula, charge and spin (kJ/mol) = 472.2
- net charge = 0

Here are the natural (NBO) charges for atoms 1 to 5, given in e:
1. C -0.68
2. C 0.29
3. C -0.47
4. C 0.51
5. O -0.56



This record from the OMol25 dataset describes C4H6N2O as an isolated structure at a distorted geometry. The level of theory is the ωB97M-V functional and the def2-TZVPD basis.

XYZ file:
```
13
Properties=species:S:1:pos:R:3:forces:R:3
N 1.368809 -1.189984 -1.280096 0.217 0.241 0.342
C 0.903046 -0.256400 -0.588072 0.646 -0.676 0.393
O 1.360520 1.002123 -0.281288 0.346 0.040 0.003
C 0.319914 1.161489 0.725494 -0.129 0.457 0.196
C -0.381592 -0.066031 0.192637 0.596 0.135 -0.600
C -1.350149 -0.044297 -0.878117 -0.877 0.300 -0.543
N -1.149037 -0.945173 0.958840 0.296 0.029 0.752
H 2.306276 -0.971062 -1.610563 -0.019 0.026 -0.223
H 0.722395 0.978170 1.726762 -0.063 0.151 -0.145
H -0.195245 2.118601 0.665585 0.117 0.045 -0.074
H -1.359691 -0.891232 -1.546262 0.156 -0.006 0.042
H -1.878991 0.862958 -1.203652 -0.397 -0.578 0.670
H -0.532231 -1.752765 1.189438 -0.889 -0.165 -0.813
```
Positions in Å, forces in eV/Å.

Summary:
- LUMO level (alpha / beta) (Ha) = -0.0228 / -0.0120
- orbital gap (alpha / beta) (eV) = 8.365 / 9.416
- calculated total energy (eV) = -9267.9799
- HOMO energy (alpha / beta) (Ha) = -0.3302 / -0.3580
- energy above the lowest of the compared OMol25 structures with the same formula, charge and spin (kJ/mol) = 532.8
- net charge = 0

Here are the natural (NBO) charges for atoms 1 to 5, given in e:
1. N -0.70
2. C 0.57
3. O -0.50
4. C -0.05
5. C -0.16



This record from the OMol25 dataset describes C4H6N2O as an isolated structure. The level of theory is the ωB97M-V functional and the def2-TZVPD basis.

XYZ file:
```
13
Properties=species:S:1:pos:R:3:forces:R:3
C -0.394852 -2.256889 -0.128630 -0.238 0.102 0.130
C 0.557755 -1.281768 0.018972 -0.178 -0.119 -0.351
C 0.770183 -0.165720 -0.852111 0.096 -0.007 0.019
N 0.492408 1.084871 -0.688121 -0.056 -0.306 0.063
C -0.232337 1.332345 0.494845 -0.110 -0.033 0.191
N -0.428697 2.659319 0.707754 0.038 0.021 0.058
O -0.652122 0.462750 1.250112 0.092 0.251 -0.200
H -1.262338 -2.189427 -0.792546 0.011 0.079 0.132
H 0.906513 -2.372342 -0.492413 0.400 0.047 0.107
H -0.350293 -3.145228 0.504327 0.037 0.108 -0.172
H 1.375654 -0.405384 -1.732516 -0.074 0.026 0.085
H -0.832168 2.949973 1.582562 0.041 -0.049 -0.121
H 0.050296 3.327499 0.127765 -0.060 -0.120 0.059
```
Positions in Å, forces in eV/Å.

Summary:
- LUMO level (Ha) = 0.0246
- orbital gap (eV) = 9.277
- calculated total energy (eV) = -9269.6492
- HOMO energy (Ha) = -0.3163
- energy above the lowest of the compared OMol25 structures with the same formula, charge and spin (kJ/mol) = 371.7
- net charge = 0

Here are the natural (NBO) charges for atoms 1 to 5, given in e:
1. C -0.35
2. C -0.22
3. C 0.11
4. N -0.57
5. C 0.75



This record from the OMol25 dataset describes one molecule with the formula C4H6N2O at a distorted geometry. The level of theory is the ωB97M-V functional and the def2-TZVPD basis.

XYZ file:
```
13
Properties=species:S:1:pos:R:3:forces:R:3
C -1.250301 -0.265233 -0.996236 -1.767 1.236 -2.868
C -0.075926 1.164296 0.888048 -2.105 2.353 -0.151
C 1.089742 0.974864 1.499360 -1.854 -0.993 -2.280
C 0.851608 -0.615226 0.070655 -0.347 -3.077 -3.705
H -0.631708 -0.616508 -1.980239 -2.082 0.646 2.171
H -1.859521 -1.092260 -0.521926 0.753 0.699 -0.730
H -1.998098 0.629569 -1.317813 1.782 -2.200 0.703
H -0.771075 2.029452 1.046288 0.674 -1.242 -0.119
H 1.449072 1.354907 2.362235 1.376 1.294 2.231
H 0.604221 -1.945876 -1.329900 -0.316 -0.060 0.439
N -0.249186 0.235450 -0.147212 3.064 -0.469 2.098
N 1.135450 -1.753542 -0.486852 0.014 1.404 0.447
O 1.705722 -0.099893 0.913592 0.809 0.410 1.766
```
Positions in Å, forces in eV/Å.

Summary:
- SMILES = [H]/N=c1/occn1C
- LUMO level (Ha) = 0.0278
- orbital gap (eV) = 8.816
- calculated total energy (eV) = -9270.9314
- HOMO energy (Ha) = -0.2962
- energy above the lowest of the compared OMol25 structures with the same formula, charge and spin (kJ/mol) = 248.0
- net charge = 0

Here are the natural (NBO) charges for atoms 1 to 5, given in e:
1. C -0.41
2. C -0.08
3. C 0.03
4. C 0.67
5. H 0.22